No. 1
41
Properties=species:S:1:pos:R:3:forces:R:3 method="wB97M-V/def2-TZVPD" e_homo_ev="-14.80 / -15.40" homo_lumo_gap_ha="0.2752 / 0.2049" multiplicity=5 lumo_ha="-0.269 / -0.361" s_squared=6.038 total_energy_ha=-1445.1013 largest_force_ev_per_a=0.5 total_charge=+2 molar_mass_da=571.406
Pt 3.396699 -0.167030 -0.840214 0.41 0.05 -0.32
O 5.932089 0.853853 4.701217 0.00 -0.04 -0.06
C 5.352689 0.698756 3.520234 0.02 0.06 0.06
C 4.337899 1.542338 3.040953 0.06 0.03 0.05
C 3.813544 1.277032 1.801476 0.14 -0.16 -0.09
N 4.251624 0.251583 1.080517 0.08 -0.02 0.45
C 5.237621 -0.541653 1.499016 -0.10 0.18 -0.02
C 5.821342 -0.360493 2.723065 0.02 0.00 -0.01
C 5.659076 -1.533226 0.454595 0.24 -0.21 0.11
O 6.533975 -2.325079 0.588778 -0.17 0.10 -0.11
O 4.938556 -1.386172 -0.687407 -0.13 0.00 -0.03
C 2.771102 2.093252 1.093611 -0.21 0.19 -0.21
O 2.272167 3.075590 1.560026 0.02 -0.14 -0.02
O 2.471081 1.599681 -0.110030 0.06 -0.08 0.12
H 5.592605 1.618138 5.184410 -0.01 0.03 0.03
H 3.975685 2.397236 3.598328 0.00 -0.01 0.01
H 6.632661 -0.994336 3.054167 0.00 0.00 0.00
N -3.743485 -0.555104 -0.279790 -0.14 -0.02 -0.02
C -5.028029 -0.384977 -0.790911 0.19 0.11 -0.03
C -6.265922 -0.387216 -0.233458 -0.17 0.01 -0.02
C -7.342505 -0.141261 -1.125710 0.07 -0.03 0.00
C -7.163960 0.127279 -2.507385 -0.04 -0.05 0.09
C -5.919823 0.141613 -3.058584 0.12 -0.06 0.06
C -4.809313 -0.108968 -2.181853 -0.15 0.04 -0.13
N -3.512323 -0.103746 -2.466369 0.01 -0.02 0.08
C -2.891139 -0.381103 -1.301680 0.20 -0.07 -0.04
C -1.427361 -0.477956 -1.214583 -0.15 0.01 0.01
C -0.680052 0.011557 -2.277028 0.02 -0.02 -0.11
C 0.697533 -0.049754 -2.203346 0.08 -0.06 0.01
N 1.326600 -0.575423 -1.145182 -0.50 0.05 0.20
C 0.609778 -1.078701 -0.127849 0.01 -0.02 -0.20
C -0.768670 -1.047544 -0.128162 -0.03 -0.05 0.03
H -3.509909 -0.739789 0.683591 0.02 0.02 0.00
H -6.446272 -0.553207 0.819932 -0.03 -0.04 -0.02
H -8.349483 -0.174285 -0.729493 0.01 0.05 0.01
H -8.033507 0.312830 -3.121670 -0.02 -0.02 0.03
H -5.749711 0.319492 -4.111418 0.04 0.04 0.01
H -1.162703 0.435514 -3.145660 0.01 0.01 0.01
H 1.313461 0.325893 -3.010081 0.00 0.06 0.02
H 1.161468 -1.526779 0.686117 0.02 0.06 0.04
H -1.295108 -1.487819 0.707812 0.01 0.01 0.00

=====

No. 2
148
Properties=species:S:1:pos:R:3:forces:R:3 method="wB97M-V/def2-TZVPD" e_homo_ev=-7.88 homo_lumo_gap_ha=0.2814 lumo_ha=-0.008 total_energy_ha=-3497.0375 largest_force_ev_per_a=10.1 total_charge=0 molar_mass_da=984.105
C 1.659366 -4.068903 1.726092 0.56 -1.58 -1.73
O 1.146335 -3.606835 0.498329 6.20 -4.20 -0.41
H 0.876913 -4.194279 2.474536 0.00 0.45 -0.09
H 2.056250 -5.083720 1.699406 0.24 -0.39 -0.71
H 2.512993 -3.439337 1.977234 -0.24 -0.13 0.33
H 0.275117 -3.239280 0.664150 2.78 -0.99 0.20
C 0.582407 3.626872 -2.579178 -0.40 -0.12 -0.17
O 1.917443 4.046294 -2.478199 0.40 1.36 -2.67
H 0.466270 3.042026 -3.491622 0.10 0.26 0.74
H 0.413460 2.975730 -1.721522 -0.71 0.65 -0.31
H -0.157716 4.417975 -2.699491 0.05 0.21 0.54
H 1.926033 4.825021 -1.916860 0.58 0.04 -1.20
C 1.347692 -2.368848 3.677790 0.06 -1.36 1.07
C 2.289191 -1.345502 4.173098 -0.48 0.01 1.38
C 3.355083 -0.902956 3.245219 1.26 -5.02 -0.87
O 3.459209 0.413600 3.378361 0.36 3.84 1.46
C 2.482829 0.893609 4.122105 -1.13 4.32 2.32
O 2.372221 2.112248 4.461457 0.47 -5.74 -0.66
O 1.619834 -0.107565 4.476813 4.15 0.20 -0.20
H 0.569344 -2.664998 4.381049 0.26 0.54 0.22
H 1.885270 -3.316278 3.638892 0.28 0.64 0.48
H 0.923433 -2.219186 2.684971 0.50 0.10 1.08
H 2.755836 -1.628471 5.116644 -0.19 -0.39 0.17
H 3.022523 -1.158949 2.239252 1.08 -0.46 0.48
H 4.278346 -1.415712 3.514971 0.34 0.21 -0.05
C 3.337113 -0.769842 -0.380183 0.65 1.41 0.85
C 3.654324 0.402912 0.598424 0.64 -1.95 0.21
C 5.019110 0.447318 1.234019 1.05 -1.17 -0.62
O 5.553513 1.706529 0.825978 0.47 -0.55 0.31
C 4.657155 2.379741 0.118748 0.96 3.98 -0.71
O 4.881928 3.570230 -0.232208 -1.29 -4.70 0.78
O 3.531325 1.631934 -0.063407 1.56 2.10 -0.42
H 3.213079 -1.632831 0.274000 -0.09 -0.37 -0.53
H 4.096383 -0.905698 -1.150347 0.34 -0.20 0.24
H 2.434465 -0.508586 -0.932514 0.71 -0.26 0.91
H 2.996252 0.285170 1.459348 -0.13 1.17 -1.64
H 5.577429 -0.413604 0.866312 0.75 0.35 -0.37
H 5.027649 0.328387 2.317479 0.27 0.77 -0.61
C -1.503072 1.569498 2.730829 0.47 -0.44 1.53
C -0.590117 0.541907 3.479307 -0.45 1.72 -1.28
C -0.589731 0.446165 4.979092 -1.14 3.28 0.52
O -1.117307 -0.802469 5.324319 -0.17 -1.64 -0.90
C -1.231926 -1.514188 4.197641 -1.40 -0.23 -0.41
O -1.565867 -2.686978 4.091870 1.34 4.81 4.85
O -1.021683 -0.734118 3.084217 -0.95 -1.77 3.21
H -1.274768 2.557797 3.129880 -0.43 -0.42 0.30
H -2.557570 1.361681 2.912335 -0.06 -0.01 0.12
H -1.322286 1.612450 1.656782 0.08 -0.16 0.33
H 0.458279 0.640150 3.197680 -1.19 0.48 -0.51
H -1.239240 1.269118 5.277414 -0.13 -0.28 0.97
H 0.448445 0.513562 5.304308 -1.95 0.64 1.02
C -4.236761 -0.671238 -0.501937 0.63 0.57 -0.16
C -4.080092 -1.635383 0.682981 -2.48 0.80 -2.56
C -3.162652 -1.357409 1.829447 -0.85 0.16 -0.30
O -4.013461 -1.562308 2.960290 0.20 0.03 0.76
C -5.310612 -1.603859 2.586667 -3.75 -0.22 3.17
O -6.304988 -1.646565 3.358882 4.06 0.17 -2.49
O -5.417953 -1.601117 1.282651 0.55 -0.65 -0.56
H -5.187500 -0.679897 -1.034970 -0.39 -0.71 0.61
H -3.527988 -0.972459 -1.273311 -0.44 0.85 0.56
H -4.153709 0.372903 -0.200307 0.28 -0.03 0.06
H -3.913085 -2.579663 0.164768 -0.28 -0.31 0.76
H -2.788921 -0.334328 1.787853 -1.14 -0.40 1.11
H -2.299739 -2.022734 1.801037 -0.80 0.66 0.53
C -1.148011 0.629231 -2.862772 1.14 -1.09 -1.06
O -1.127572 1.750739 -2.389947 7.60 -4.30 -5.10
N -0.812645 0.285281 -4.119312 0.35 -1.37 -0.40
C -0.740872 -1.150882 -4.479073 -0.62 0.52 -1.73
C -0.172768 1.158904 -5.077377 -0.09 0.31 -1.25
H -1.512423 -0.250616 -2.310263 0.22 1.16 -0.80
H 0.171684 -1.664643 -4.176769 -0.08 0.38 -0.09
H -0.842049 -1.224466 -5.561874 0.64 0.38 -0.31
H -1.609026 -1.770921 -4.255558 0.01 0.71 0.53
H 0.016174 2.176747 -4.736206 -0.86 -0.45 -0.01
H 0.814263 0.836427 -5.408855 -0.76 -0.45 0.14
H -0.765348 1.180405 -5.991972 -0.29 0.26 0.02
C -4.155165 3.681176 -2.575071 -2.34 1.98 1.25
O -5.025314 4.574007 -2.726532 1.73 -1.66 -0.47
N -3.533175 3.474992 -1.402059 0.27 -0.32 0.74
C -2.559051 2.387056 -1.347231 -4.26 2.76 1.90
C -3.737461 4.303877 -0.193451 -0.79 0.51 -1.54
H -3.889420 2.901068 -3.305144 -0.09 0.35 -0.31
H -2.543458 1.828372 -2.283030 -3.41 1.72 1.03
H -2.819565 1.617337 -0.620750 -1.00 1.15 0.06
H -1.551828 2.764884 -1.171561 -1.89 0.72 1.08
H -2.992007 5.094124 -0.104626 0.44 -0.64 0.33
H -4.633122 4.906739 -0.343282 -0.46 -0.52 0.01
H -3.841245 3.633877 0.660029 0.26 0.31 0.11
C 0.477194 -0.696423 1.396034 2.07 2.72 -0.53
O 1.553415 -0.291491 1.975634 -4.86 -0.83 -2.47
N 0.012396 -0.083060 0.285057 1.28 2.79 2.38
C -1.368138 -0.030955 -0.080910 -1.33 -0.47 1.86
C 0.780564 1.082063 -0.208458 -0.47 -0.04 1.08
H -0.175996 -1.524853 1.711082 2.02 2.19 0.25
H -1.994161 -0.201120 0.795011 1.22 -0.82 -1.02
H -1.657341 -0.703668 -0.888326 0.23 0.54 1.26
H -1.810758 0.960584 -0.175958 1.98 -0.37 -0.57
H 1.825139 0.998048 0.091374 -1.44 0.01 -0.56
H 0.618600 1.241376 -1.274517 -0.02 -0.52 0.90
H 0.421016 1.987194 0.281001 -0.12 -0.58 -0.20
C -1.331985 -3.336356 0.291217 -5.20 -3.50 -0.17
O -0.540401 -2.538734 0.754067 -7.54 2.11 -0.17
N -2.235141 -4.051846 1.017007 1.29 0.62 -1.66
C -2.227813 -4.054656 2.478509 -0.76 -2.28 -2.58
C -3.232910 -4.873886 0.312322 1.09 -0.02 0.49
H -1.340925 -3.557257 -0.787350 -0.23 -0.23 1.31
H -1.966438 -5.065968 2.790003 -0.09 -0.19 0.17
H -3.234970 -3.818018 2.821648 0.08 -0.04 0.16
H -1.543169 -3.342752 2.939538 -0.17 -1.27 -2.19
H -2.934680 -5.912750 0.453565 -0.40 -0.16 -0.01
H -4.206529 -4.671802 0.758770 -0.04 -0.15 -0.21
H -3.212951 -4.648678 -0.753976 -0.19 0.07 0.06
C -1.402018 -2.658097 -2.416311 0.63 0.24 1.16
O -2.203176 -1.769556 -2.062900 0.78 -3.32 -1.60
N -0.081945 -2.680617 -2.178137 0.77 -0.12 0.65
C 0.722792 -3.829581 -2.605804 0.09 0.53 0.02
C 0.698967 -1.610452 -1.531534 -0.27 0.01 -1.26
H -1.669270 -3.643758 -2.827714 -0.66 0.31 -0.38
H 0.083461 -4.654316 -2.920704 0.12 0.13 -0.31
H 1.375625 -4.192390 -1.811890 -0.27 0.22 0.28
H 1.371565 -3.429469 -3.384980 0.03 -0.53 -0.44
H 0.072396 -0.731694 -1.378861 0.57 -1.21 -0.84
H 1.213461 -1.830892 -0.596222 -0.96 -0.99 -0.47
H 1.551060 -1.273789 -2.122024 -0.47 -1.00 -1.02
C -0.196611 3.730293 1.197816 0.61 1.76 -1.24
O -0.999859 3.990299 0.285688 1.81 -0.23 1.54
N 1.175376 3.733015 1.094054 0.11 0.13 0.56
C 2.005984 3.253737 2.222814 -1.45 0.51 -0.75
C 1.968402 4.020850 -0.118441 -1.18 -0.33 1.38
H -0.567317 3.540941 2.217091 0.77 0.42 -0.61
H 1.369400 2.859499 3.014928 -0.09 0.71 -0.40
H 2.590598 4.106248 2.568560 0.26 -0.39 0.24
H 2.608015 2.399773 1.912327 0.14 0.36 -0.07
H 2.074729 3.143300 -0.756177 -0.16 0.23 0.80
H 1.478083 4.770431 -0.739581 -0.53 0.15 2.05
H 2.992074 4.308939 0.120721 -0.40 0.27 0.29
C 2.289385 2.325058 -4.741435 1.87 0.20 -1.20
O 2.506204 2.473155 -5.950869 -0.61 -0.32 1.22
N 2.442209 1.145974 -4.080639 0.41 -0.41 -3.02
C 2.763389 -0.122603 -4.813924 -0.14 1.26 0.37
C 2.252985 1.071785 -2.699334 1.13 -0.35 0.82
H 2.061840 3.156330 -4.056295 0.47 -0.37 -0.82
H 3.072376 0.034063 -5.847410 0.21 0.65 0.23
H 1.854698 -0.713133 -4.930799 0.17 -0.40 0.53
H 3.573976 -0.621833 -4.283073 -0.21 -0.27 0.05
H 3.235042 0.840394 -2.286896 -0.05 0.03 0.43
H 1.945593 2.027517 -2.274852 0.33 -0.67 -0.43
H 1.594796 0.247141 -2.425721 0.03 0.87 -0.50

=====

No. 3
21
Properties=species:S:1:pos:R:3:forces:R:3 method="wB97M-V/def2-TZVPD" e_homo_ev=-9.25 homo_lumo_gap_ha=0.3723 lumo_ha=0.032 de_lowest_kcal_mol=167.0 total_energy_ha=-420.3177 largest_force_ev_per_a=6.2 total_charge=0 molar_mass_da=128.175
C -1.639168 0.908853 -1.085152 -1.17 3.95 0.69
C -1.678623 -0.376911 -0.232889 -0.82 -1.04 -2.17
C -2.076065 -0.260073 1.202850 -0.81 6.03 1.05
C 0.646241 -0.463274 -0.012177 -1.24 -2.06 -1.32
C 1.980547 -1.103919 -0.485399 -0.46 -0.88 3.29
C 2.858658 -0.209226 0.264841 3.33 3.91 1.85
H -0.743651 1.066637 -2.048327 -2.69 -0.66 3.41
H -2.714834 1.148839 -1.581725 2.67 -0.54 1.18
H -1.577167 1.795059 0.010872 0.10 -1.84 -4.05
H -2.349634 -1.102906 -0.807153 -0.03 1.06 1.21
H -2.107063 -1.098898 1.737763 -0.41 -3.88 1.52
H -3.036526 0.276679 1.264193 -0.31 -0.74 -0.20
H -1.566207 0.460509 2.026812 0.19 -1.21 -2.61
H 2.166581 -2.208579 -0.193797 -0.72 1.86 -0.70
H 2.148760 -0.866863 -1.468420 -0.10 -0.13 -2.78
H 2.734077 -0.428486 1.389641 0.74 0.47 -1.55
H 3.989193 0.052064 -0.049746 -2.54 -1.32 0.71
H 0.280061 1.353156 -0.241939 1.45 -0.28 3.02
N -0.460138 -1.053624 -0.375145 4.77 0.78 1.13
N 0.873269 0.887927 0.609014 -0.88 0.09 -5.16
O 2.271696 1.223026 0.075888 -1.06 -3.58 1.47